1.
ORCA calculation (ωB97M-V with the def2-TZVPD basis set) on a molecular structure, C39H43Ge2N6PtS3.

Values from the calculation:
- Calculated total energy: -198828.1422 eV
- Frontier orbital gap (alpha / beta): 5.76 / 4.34 eV
- HOMO (alpha / beta): -17.452 / -17.452 eV
- Energy relative to the best compared isomer or geometry (same formula, charge and spin): 0.0 kJ/mol

```
! wB97M-V def2-TZVPD RIJCOSX def2/J DEFGRID3
* xyz 4 2
Pt -0.324 -0.240 -1.272
C 1.315 3.523 -2.708
C 1.121 2.154 -2.540
N 0.172 1.700 -1.724
C -0.536 2.607 -0.999
C -0.333 3.961 -1.216
N 0.571 4.414 -2.075
C -1.433 2.045 0.028
C -2.272 2.734 0.879
C -3.048 2.028 1.810
C -2.943 0.629 1.841
C -2.084 -0.009 0.972
N -1.347 0.708 0.112
C -1.839 -1.457 0.852
C -2.368 -2.412 1.711
N -2.024 -3.690 1.647
C -1.140 -4.040 0.725
C -0.627 -3.120 -0.181
N -0.989 -1.837 -0.136
C -3.960 2.737 2.724
C -4.588 3.918 2.334
C -5.443 4.544 3.234
N -5.661 4.062 4.448
C -5.069 2.942 4.835
C -4.213 2.236 4.001
H 2.080 3.890 -3.382
H 1.733 1.432 -3.062
H -0.910 4.703 -0.677
H -2.331 3.812 0.840
H -3.563 0.060 2.520
H -3.082 -2.134 2.476
H -0.834 -5.078 0.690
H 0.078 -3.418 -0.940
H -4.466 4.336 1.343
H -5.967 5.454 2.966
H -5.281 2.599 5.841
H -3.737 1.334 4.365
C -0.946 -0.868 -5.577
C 0.127 -0.246 -4.698
S 0.746 -1.120 -3.202
C 0.766 -2.904 -3.582
C -0.482 -3.670 -4.037
S -2.006 -3.231 -3.170
C -3.287 -3.621 -4.400
C -3.214 -2.578 -5.514
S -2.545 -1.059 -4.752
H -0.630 -1.812 -6.010
H -1.105 -0.180 -6.413
H -0.202 0.724 -4.326
H 1.011 -0.083 -5.316
H 1.196 -3.336 -2.679
H 1.537 -3.011 -4.348
H -0.295 -4.733 -3.864
H -0.645 -3.563 -5.105
H -4.220 -3.552 -3.842
H -3.185 -4.646 -4.756
H -4.193 -2.354 -5.936
H -2.559 -2.871 -6.332
C 4.027 -2.152 -0.532
Ge 4.081 -1.964 1.419
C 3.216 -3.468 2.301
C 5.818 -1.502 2.148
Ge 2.639 0.058 1.792
C 3.109 1.661 0.881
C 4.354 1.649 0.231
C 4.870 2.801 -0.342
C 4.148 3.984 -0.269
C 2.901 4.013 0.355
C 2.382 2.864 0.921
C 1.090 0.084 2.926
C 0.594 1.232 3.564
C -0.417 1.130 4.506
C -0.948 -0.117 4.828
C -0.473 -1.263 4.204
C 0.546 -1.164 3.267
H 4.301 -3.177 -0.786
H 4.734 -1.485 -1.023
H 3.029 -1.948 -0.928
H 3.852 -4.346 2.171
H 2.242 -3.693 1.863
H 3.103 -3.296 3.370
H 6.492 -2.342 1.970
H 5.763 -1.336 3.223
H 6.239 -0.620 1.670
H 4.941 0.738 0.193
H 5.841 2.785 -0.819
H 4.560 4.894 -0.686
H 2.357 4.947 0.418
H 1.421 2.908 1.418
H 1.037 2.202 3.384
H -0.764 2.016 5.024
H -1.703 -0.198 5.600
H -0.856 -2.236 4.487
H 0.946 -2.071 2.830
*
```

***

2.
ORCA calculation (ωB97M-V with the def2-TZVPD basis set) on 2 unconnected molecules or ions with the total composition C19H22N2O7S at a distorted geometry.

Values from the calculation:
- Calculated total energy: -48189.2841 eV
- Frontier orbital gap: 8.93 eV
- HOMO: -8.757 eV
- Energy relative to the best compared isomer or geometry (same formula, charge and spin): 1927.9 kJ/mol

```
! wB97M-V def2-TZVPD RIJCOSX def2/J DEFGRID3
* xyz 0 1
C 7.748 0.087 1.030
H 7.576 0.611 1.857
O 6.887 -0.782 0.570
C 5.520 -0.480 0.298
C 5.062 0.694 0.206
C 3.664 1.090 0.108
C 2.730 0.055 -0.113
C 3.227 -1.139 -0.431
C 4.507 -1.436 -0.105
H 4.971 -2.518 -0.030
O 2.228 -1.882 -0.623
C 2.558 -3.341 -0.812
H 1.786 -4.159 -1.118
H 3.465 -3.509 -1.421
H 2.995 -3.821 0.134
N 1.406 0.385 -0.476
C 0.808 1.400 -0.489
O 1.156 2.604 -0.167
C -0.604 1.480 -0.985
H -1.349 1.932 -0.054
H -0.928 1.817 -1.992
O -1.219 0.103 -0.866
C -1.591 -0.460 0.136
O -1.806 0.035 1.306
C -1.902 -1.873 -0.399
N -2.862 -2.495 0.699
S -4.488 -2.356 0.152
O -5.364 -2.510 1.111
O -4.642 -2.713 -1.074
C -4.523 -0.425 0.180
C -4.763 0.419 1.233
C -4.731 1.663 1.146
C -4.376 2.416 0.118
C -4.236 1.527 -1.098
C -4.318 0.205 -1.069
H -4.097 -0.104 -1.935
H -3.972 2.184 -2.168
C -4.285 3.888 0.377
H -5.118 4.359 0.690
H -3.466 4.286 0.688
H -4.207 4.194 -0.738
H -4.998 2.315 2.425
H -5.095 -0.285 2.213
H -2.878 -2.367 1.696
H -1.089 -2.560 -0.054
H -2.073 -2.272 -1.197
H 1.071 -0.531 -0.847
H 3.512 2.053 0.121
H 5.736 1.764 0.513
H 8.485 -0.405 1.166
H 7.883 0.857 0.089
*
```

***

3.
ORCA calculation (ωB97M-V with the def2-TZVPD basis set) on a molecular structure, C18H33AuN7OPS2.

Values from the calculation:
- Calculated total energy: -66291.3208 eV
- Frontier orbital gap (alpha / beta): 7.65 / 6.31 eV
- HOMO (alpha / beta): -18.772 / -19.468 eV
- Energy relative to the best compared isomer or geometry (same formula, charge and spin): 0.0 kJ/mol

```
! wB97M-V def2-TZVPD RIJCOSX def2/J DEFGRID3
* xyz 4 3
Au 0.081 1.052 -0.149
C 4.163 -0.177 -1.632
C 2.720 0.110 -1.390
N 2.175 0.311 -0.247
N 2.878 0.266 0.925
C 2.295 0.628 2.084
N 3.012 0.558 3.186
S 0.659 1.168 2.195
C 1.775 0.159 -2.544
C 2.187 -0.179 -3.819
C 1.257 -0.193 -4.857
C -0.058 0.122 -4.580
C -0.398 0.464 -3.278
N 0.491 0.497 -2.288
H 4.795 -0.050 -0.757
H 4.547 0.495 -2.401
H 4.286 -1.200 -1.995
H 3.836 -0.060 0.911
H 3.981 0.266 3.200
H 2.610 0.832 4.071
H 3.216 -0.441 -4.017
H 1.566 -0.457 -5.860
H -0.817 0.109 -5.350
H -1.418 0.720 -3.023
C -2.203 -6.312 1.111
C -2.342 -5.037 0.289
S -2.277 -3.568 1.346
O -1.825 -2.353 0.645
C -3.845 -3.380 2.213
C -5.007 -3.105 1.263
H -2.389 -7.153 0.443
H -2.937 -6.377 1.913
H -1.203 -6.420 1.525
H -3.302 -4.958 -0.229
H -1.532 -4.875 -0.422
H -3.662 -2.585 2.936
H -3.945 -4.320 2.761
H -4.790 -2.287 0.578
H -5.863 -2.820 1.875
H -5.290 -3.991 0.699
C -1.863 5.902 0.662
N -2.918 4.839 1.061
C -3.981 4.786 -0.062
N -3.358 4.518 -1.310
C -2.368 5.547 -1.635
N -1.321 5.597 -0.615
C -0.463 4.422 -0.624
P -1.459 2.901 -0.259
C -2.298 3.489 1.285
C -2.855 3.158 -1.451
H -1.104 5.912 1.443
H -2.392 6.854 0.645
H -3.368 5.141 1.930
H -4.459 5.765 -0.069
H -4.706 4.022 0.214
H -2.867 6.515 -1.685
H -1.926 5.340 -2.608
H 0.331 4.525 0.118
H 0.010 4.318 -1.602
H -1.583 3.561 2.106
H -3.089 2.797 1.575
H -3.654 2.439 -1.261
H -2.501 3.003 -2.471
*
```

***

4.
ORCA calculation (ωB97M-V with the def2-TZVPD basis set) on a molecular structure, C40H32AsBrCl5InN2O3P.

Values from the calculation:
- Calculated total energy: -259075.4087 eV
- Frontier orbital gap: 8.17 eV
- HOMO: -10.556 eV
- Energy relative to the best compared isomer or geometry (same formula, charge and spin): 0.0 kJ/mol

```
! wB97M-V def2-TZVPD RIJCOSX def2/J DEFGRID3
* xyz 1 1
In 1.049 -3.015 -0.257
Cl -2.136 -4.209 0.443
C -0.928 -5.425 0.201
C 0.347 -5.021 -0.122
C 1.325 -5.990 -0.263
Cl 2.945 -5.449 -0.628
C 1.059 -7.346 -0.108
Cl 2.299 -8.516 -0.287
C -0.248 -7.735 0.201
Cl -0.616 -9.395 0.397
C -1.248 -6.773 0.362
Cl -2.845 -7.253 0.760
C 3.669 -2.575 2.492
C 2.244 -2.878 2.822
N 1.892 -2.948 4.101
O 1.381 -3.081 1.946
H 4.274 -2.395 3.376
H 3.698 -1.710 1.833
H 4.080 -3.417 1.936
H 2.560 -2.810 4.839
H 0.930 -3.141 4.334
Br 3.666 1.325 -6.043
C 3.886 0.881 -4.227
C 4.766 1.615 -3.436
N 4.971 1.357 -2.152
C 4.297 0.355 -1.606
C 3.392 -0.428 -2.315
C 3.180 -0.163 -3.664
C 2.622 -1.483 -1.630
O 2.766 -1.651 -0.380
O 1.789 -2.193 -2.249
H 5.321 2.441 -3.863
H 4.479 0.157 -0.557
H 2.486 -0.759 -4.240
C 0.251 0.521 -0.988
C -0.632 1.761 -1.092
As -1.145 2.656 0.614
C -2.587 3.726 -0.139
C -3.767 3.820 0.592
C -4.845 4.547 0.104
C -4.749 5.183 -1.122
C -3.575 5.095 -1.860
C -2.499 4.373 -1.369
C 0.293 3.982 0.620
C 1.615 3.543 0.643
C 2.665 4.448 0.659
C 2.402 5.810 0.677
C 1.090 6.256 0.680
C 0.040 5.348 0.651
P -0.488 -0.920 -0.145
C -2.106 -1.092 -0.917
C -3.198 -0.315 -0.536
C -4.390 -0.411 -1.236
C -4.492 -1.270 -2.321
C -3.401 -2.033 -2.714
C -2.211 -1.947 -2.012
C -0.647 -0.525 1.611
C 0.449 0.092 2.219
C 0.417 0.400 3.567
C -0.701 0.072 4.324
C -1.774 -0.575 3.732
C -1.749 -0.878 2.378
H 1.219 0.729 -0.528
H 0.470 0.149 -1.999
H -1.565 1.509 -1.599
H -0.111 2.493 -1.713
H -3.845 3.323 1.554
H -5.756 4.619 0.683
H -5.586 5.751 -1.505
H -3.497 5.596 -2.815
H -1.584 4.329 -1.947
H 1.841 2.483 0.653
H 3.686 4.090 0.658
H 3.217 6.520 0.694
H 0.879 7.317 0.699
H -0.980 5.713 0.639
H -3.119 0.377 0.295
H -5.236 0.193 -0.939
H -5.423 -1.343 -2.865
H -3.479 -2.699 -3.561
H -1.361 -2.548 -2.322
H 1.326 0.350 1.635
H 1.256 0.907 4.025
H -0.735 0.326 5.375
H -2.642 -0.837 4.322
H -2.592 -1.385 1.927
*
```

***

5.
ORCA calculation (ωB97M-V with the def2-TZVPD basis set) on a molecular structure, C5H7N3 at a distorted geometry.

Values from the calculation:
- Calculated total energy: -9762.1038 eV
- Frontier orbital gap: 9.83 eV
- HOMO: -9.788 eV
- Energy relative to the best compared isomer or geometry (same formula, charge and spin): 702.8 kJ/mol

```
! wB97M-V def2-TZVPD RIJCOSX def2/J DEFGRID3
* xyz 0 1
C -1.918 -1.258 0.132
C -0.277 0.276 -0.540
C -1.299 1.340 -0.358
C 1.861 -0.324 -0.192
C 1.671 0.885 0.529
H -2.445 -1.010 -1.138
H -1.720 -2.476 0.683
H -2.423 -0.441 0.994
H 1.340 -1.311 0.081
H 2.750 -0.385 -1.033
H 2.571 1.528 0.634
H 1.004 1.064 1.397
N -0.520 -0.922 -0.304
N -1.676 2.437 -0.093
N 1.081 0.597 -0.791
*
```

***

6.
ORCA calculation (ωB97M-V with the def2-TZVPD basis set) on 2 unconnected molecules or ions with the total composition C4H12NO at a distorted geometry.

Values from the calculation:
- Calculated total energy: -7872.7923 eV
- Frontier orbital gap: 10.86 eV
- HOMO: -14.273 eV
- Energy relative to the best compared isomer or geometry (same formula, charge and spin): 144.6 kJ/mol

```
! wB97M-V def2-TZVPD RIJCOSX def2/J DEFGRID3
* xyz 1 1
C 2.319 0.545 1.441
C 1.251 1.598 1.067
C -0.049 0.887 0.826
C -0.496 0.439 -0.339
N -1.809 -0.201 -0.638
H 3.239 0.737 0.884
H 1.904 -0.436 1.247
H 2.530 0.669 2.496
H 1.422 2.294 0.186
H 1.062 2.308 1.855
H -0.737 0.887 1.673
H 0.058 0.606 -1.256
H -2.262 0.375 -1.339
H -1.573 -1.189 -0.978
H -2.359 -0.416 0.187
H -0.465 -2.624 -2.666
H -1.672 -2.947 -1.722
O -0.852 -2.447 -1.792
*
```

***

7.
ORCA calculation (ωB97M-V with the def2-TZVPD basis set) on a single C5H6N2O molecule at a distorted geometry.

Values from the calculation:
- Calculated total energy: -10307.4086 eV
- Frontier orbital gap: 8.53 eV
- Structure (SMILES): CC1=N/C(=C/O)C=N1
- HOMO: -8.907 eV
- Energy relative to the best compared isomer or geometry (same formula, charge and spin): 211.8 kJ/mol

```
! wB97M-V def2-TZVPD RIJCOSX def2/J DEFGRID3
* xyz 0 1
C 2.624 -0.425 0.045
C 1.165 -0.044 -0.016
N 0.221 -0.958 -0.174
C -0.943 -0.241 0.018
C -2.159 -0.781 0.073
O -3.244 0.031 0.017
C -0.543 1.228 -0.011
N 0.703 1.301 -0.070
H 2.910 -0.381 1.305
H 3.154 0.420 -0.605
H 2.661 -1.485 -0.384
H -2.430 -1.777 -0.067
H -2.888 0.985 -0.307
H -1.232 2.127 0.176
*
```

***

8.
ORCA calculation (ωB97M-V with the def2-TZVPD basis set) on 2 unconnected molecules or ions with the total composition C4H5NO at a distorted geometry.

Values from the calculation:
- Calculated total energy: -7763.6607 eV
- Frontier orbital gap: 10.02 eV
- HOMO: -9.959 eV
- Energy relative to the best compared isomer or geometry (same formula, charge and spin): 276.5 kJ/mol

```
! wB97M-V def2-TZVPD RIJCOSX def2/J DEFGRID3
* xyz 0 1
C -1.352 0.414 0.117
C -0.452 -0.691 0.226
O -0.805 -1.756 0.693
C 1.057 -0.439 0.040
C 1.421 0.900 -0.402
N 1.621 1.983 -0.748
H -2.404 0.169 0.296
H -0.919 -0.146 -1.169
H -1.052 1.391 0.552
H 1.470 -1.186 -0.630
H 1.473 -0.628 1.030
*
```

***

9.
ORCA calculation (ωB97M-V with the def2-TZVPD basis set) on a molecular structure, C24H28BF5IrN6S at a distorted geometry.

Values from the calculation:
- Calculated total energy: -62214.8148 eV
- Frontier orbital gap (alpha / beta): 6.14 / 6.25 eV
- HOMO (alpha / beta): -11.803 / -11.812 eV
- Energy relative to the best compared isomer or geometry (same formula, charge and spin): 168.0 kJ/mol

```
! wB97M-V def2-TZVPD RIJCOSX def2/J DEFGRID3
* xyz 1 1
Ir 0.070 -0.054 0.482
C -3.468 -3.538 0.508
C -1.940 -3.398 0.475
C -1.434 -2.673 1.714
C -1.535 -2.715 -0.790
C -1.820 -3.175 -2.081
C -1.289 -2.230 -2.930
N -0.723 -1.266 -2.193
N -0.871 -1.561 -0.887
B 0.012 -0.029 -2.728
N -0.687 1.225 -2.179
C -1.273 2.198 -2.888
C -1.805 3.119 -2.012
C -1.496 2.639 -0.736
N -0.819 1.496 -0.868
C -1.855 3.262 0.570
C -3.378 3.368 0.680
C -1.194 4.638 0.688
N 1.457 -0.053 -2.199
C 2.580 0.013 -2.920
C 3.663 0.021 -2.059
C 3.111 -0.050 -0.783
N 1.775 -0.092 -0.894
C 3.800 -0.009 0.542
C 3.404 1.288 1.259
C 5.316 -0.103 0.378
H -3.773 -4.079 1.399
H -3.938 -2.557 0.516
H -3.824 -4.086 -0.360
H -1.509 -4.407 0.448
H -1.957 -1.721 1.824
H -1.629 -3.265 2.603
H -0.353 -2.515 1.653
H -2.329 -4.081 -2.334
H -1.286 -2.181 -3.999
H 0.003 -0.030 -3.906
H -1.275 2.177 -3.960
H -2.344 4.011 -2.248
H -1.482 2.617 1.377
H -3.780 4.004 -0.105
H -3.835 2.384 0.595
H -3.653 3.801 1.637
H -1.539 5.300 -0.101
H -1.442 5.090 1.644
H -0.112 4.546 0.617
H 2.548 0.053 -3.989
H 4.701 0.063 -2.313
H 3.454 -0.863 1.138
H 3.804 2.148 0.729
H 2.313 1.382 1.286
H 3.795 1.296 2.274
H 5.700 0.754 -0.169
H 5.795 -0.125 1.353
H 5.586 -1.012 -0.154
F 4.386 0.362 6.290
C 3.319 0.376 5.507
C 2.804 -0.820 5.000
F 3.359 -1.981 5.328
C 1.706 -0.790 4.150
F 1.234 -1.929 3.641
C 1.094 0.412 3.782
S -0.335 0.437 2.780
C 1.602 1.594 4.331
F 1.029 2.748 4.001
C 2.704 1.586 5.180
F 3.166 2.730 5.671
*
```

***

10.
ORCA calculation (ωB97M-V with the def2-TZVPD basis set) on 3 unconnected molecules or ions with the total composition C2H10O2S2 at a distorted geometry.

Values from the calculation:
- Calculated total energy: -28001.6145 eV
- Frontier orbital gap: 9.64 eV
- Structure (SMILES): CSSC.O.O
- HOMO: -9.254 eV
- Energy relative to the best compared isomer or geometry (same formula, charge and spin): 48.7 kJ/mol

```
! wB97M-V def2-TZVPD RIJCOSX def2/J DEFGRID3
* xyz 0 1
C 0.725 1.665 -0.120
S 0.620 0.163 -1.160
S -0.615 -1.081 -0.111
C -2.144 -0.674 -1.045
H -0.254 2.136 0.011
H 1.107 1.396 0.865
H 1.383 2.339 -0.667
H -1.927 -0.817 -2.100
H -2.886 -1.407 -0.724
H -2.519 0.309 -0.768
O -1.743 1.513 2.239
H -2.007 1.228 1.359
H -2.015 0.843 2.861
O 3.271 -0.934 0.826
H 2.778 -0.274 0.319
H 2.568 -1.354 1.324
*
```